## P
The following is a DFT calculation (wB97M-V/def2-TZVPD) of a molecular structure, C3H12N2O2.

Results
E_HOMO, eV: -9.103

Last column: natural (NBO) charge in e.
Atoms and positions in Å:
1 C 1.9183 0.3634 1.2242  -0.64
2 C 2.1927 0.1208 -0.2600  -0.22
3 N 0.9455 0.0656 -1.0837  -0.62
4 C 0.2014 -1.1279 -0.8447  0.36
5 N -1.0726 -1.1289 -0.4098  -0.86
6 H 1.3675 -0.4933 1.6195  0.20
7 H 2.8722 0.3640 1.7661  0.22
8 H 1.3114 1.2419 1.4189  0.25
9 H 2.6989 -0.8164 -0.4921  0.20
10 H 2.7819 0.9478 -0.6498  0.20
11 H 0.2825 0.7654 -0.7209  0.39
12 H 0.5755 -1.9836 -1.4426  0.18
13 H -0.9997 -0.6200 -1.4102  0.41
14 H -1.1336 0.1129 0.6754  0.48
15 H -2.0302 1.4915 0.9361  0.49
16 O -1.1832 1.0574 1.0384  -1.03
17 H -4.3399 -0.2426 -0.6107  0.47
18 H -2.8342 -0.3864 -0.3449  0.49
19 O -3.5544 0.2684 -0.4092  -0.97

***

## Q
The following is a DFT calculation (wB97M-V/def2-TZVPD) of 3 unconnected molecules or ions with the total composition C3H12N2O2.

Results
E_HOMO, eV: -8.679

Last column: natural (NBO) charge in e.
Atoms and positions in Å:
1 C 1.3683 -2.0883 -0.1311  -0.62
2 C 1.4408 -0.5594 0.0164  -0.27
3 N 0.3085 -0.3001 0.9265  -0.51
4 C -0.1348 0.8737 1.1240  0.28
5 N 0.0868 2.0208 0.4434  -0.84
6 H 1.7643 -2.6283 0.7517  0.21
7 H 1.8759 -2.5522 -0.9649  0.20
8 H 0.3362 -2.4767 -0.0228  0.23
9 H 1.3622 -0.0879 -0.9560  0.17
10 H 2.3157 -0.1211 0.5391  0.19
11 H -0.9167 0.9656 1.8811  0.16
12 H 0.8397 2.1788 -0.2081  0.41
13 H -0.5102 2.8198 0.5698  0.39
14 O -6.4632 -3.0562 -1.3841  -0.93
15 H -6.1878 -2.3344 -0.8102  0.47
16 H -6.4876 -3.8119 -0.7988  0.47
17 O 2.7625 3.5936 -0.4768  -0.99
18 H 3.4202 3.0040 -0.1189  0.49
19 H 2.8190 4.5602 -0.3803  0.50

***

The calculated energies rank the structures as follows, beginning with the most stable: Q, P.

***

## P
The following is a DFT calculation (wB97M-V/def2-TZVPD) of 2 unconnected molecules or ions with the total composition C4H10N.

Results
E_HOMO, eV: -14.831
Net charge: +1

Last column: natural (NBO) charge in e.
Atoms and positions in Å:
1 C 0.5491 0.8498 -0.9658  -0.43
2 C 0.0845 1.3691 0.3880  -0.43
3 C 0.6969 0.5805 1.5959  -0.61
4 C -1.2549 -2.3851 -0.9570  -0.11
5 N -0.3755 -1.6524 -0.4451  -0.01
6 H -0.0711 -0.2512 -0.7832  0.29
7 H 1.6245 0.9421 -1.0918  0.25
8 H -0.0067 1.3260 -1.7597  0.24
9 H 0.3984 2.4305 0.4101  0.28
10 H -1.0093 1.3749 0.4052  0.22
11 H 0.4927 -0.4471 1.3292  0.20
12 H 0.3753 0.7366 2.6207  0.25
13 H -2.1681 -2.5865 -0.3808  0.33
14 H -1.1214 -2.9777 -1.8728  0.30
15 H 1.7858 0.6906 1.5071  0.22

***

## Q
The following is a DFT calculation (wB97M-V/def2-TZVPD) of 2 unconnected molecules or ions with the total composition C4H10N.

Results
E_HOMO, eV: -13.553
Net charge: +1

Last column: natural (NBO) charge in e.
Atoms and positions in Å:
1 C 3.3539 -0.1976 0.1369  -0.33
2 C 2.0764 -0.3138 0.4243  -0.45
3 C -1.8984 1.0145 0.6565  -0.54
4 C -1.4997 -0.9984 -0.4373  -0.54
5 N -1.2748 0.3597 -0.3651  0.14
6 H 4.0704 0.4184 -0.4897  0.23
7 H 4.1009 -0.7374 0.6384  0.20
8 H 1.4136 0.2626 -0.1611  0.16
9 H -1.1286 1.7031 1.0875  0.34
10 H -2.7136 1.7749 0.1703  0.39
11 H -2.5126 0.4842 1.3513  0.24
12 H -2.1361 -1.4935 0.2800  0.24
13 H -1.7765 -1.2069 -1.5233  0.35
14 H -0.4001 -1.4460 -0.3548  0.38
15 H 1.5494 -0.9349 1.1740  0.20

***

The calculated energies rank the structures as follows, beginning with the most stable: Q, P.

***

## P
The following is a DFT calculation (wB97M-V/def2-TZVPD) of 2 unconnected molecules or ions with the total composition C4H10N.

Results
E_HOMO, eV: -13.823
Net charge: +1

Last column: natural (NBO) charge in e.
Atoms and positions in Å:
1 C -0.7664 1.5806 1.9130  0.17
2 N -0.1671 1.4402 0.7910  -0.56
3 H -0.2694 1.7814 2.8512  0.24
4 H -1.7244 2.0938 1.7911  0.23
5 H 0.8110 1.1473 0.7540  0.45
6 H -0.6767 1.1335 -0.0362  0.46
7 C 0.7506 -0.1221 -1.4979  -0.71
8 C -0.3159 -1.0429 -0.8727  -0.21
9 C -0.0040 -2.0424 -0.0683  -0.37
10 H 0.8379 -0.4341 -2.5495  0.27
11 H 1.6437 -0.6838 -1.1556  0.24
12 H 0.7922 0.9538 -1.3813  0.20
13 H -1.3383 -0.6426 -0.8914  0.18
14 H -0.6120 -2.8706 0.2812  0.23
15 H 1.0388 -2.2920 0.0715  0.19

***

## Q
The following is a DFT calculation (wB97M-V/def2-TZVPD) of 2 unconnected molecules or ions with the total composition C4H10N.

Results
E_HOMO, eV: -13.444
Net charge: +1

Last column: natural (NBO) charge in e.
Atoms and positions in Å:
1 C 2.5910 0.4467 0.1899  -0.37
2 C 2.1152 -0.6888 -0.3505  -0.41
3 H 1.9579 0.9167 0.9256  0.18
4 H 3.6392 0.6664 0.0417  0.23
5 H 1.1958 -1.1197 0.0174  0.16
6 H 2.6175 -1.1343 -1.1980  0.21
7 C -1.5486 -0.6742 0.8362  -0.44
8 C -1.3016 0.8716 -0.9719  0.14
9 N -2.0218 0.4544 -0.0074  -0.38
10 H -0.8672 -0.3590 1.6262  0.25
11 H -2.4132 -1.0462 1.3826  0.25
12 H -1.1130 -1.4257 0.1891  0.25
13 H -0.3853 0.3793 -1.2943  0.24
14 H -1.6654 1.6573 -1.6303  0.23
15 H -2.8006 1.0555 0.2436  0.45

***

## R
The following is a DFT calculation (wB97M-V/def2-TZVPD) of 2 unconnected molecules or ions with the total composition C4H10N.

Results
E_HOMO, eV: -13.046
Net charge: +1

Last column: natural (NBO) charge in e.
Atoms and positions in Å:
1 C -0.4556 1.7096 -1.4948  -0.43
2 C -1.5761 0.7336 -1.3039  -0.47
3 C -1.1654 -0.2381 -0.2915  -0.22
4 C 0.0546 -0.0474 0.0608  0.22
5 N 2.2443 -1.7995 2.4852  -1.07
6 H 0.4836 1.0423 -1.2041  0.20
7 H -0.3928 2.4825 -0.7297  0.25
8 H -0.1042 2.1203 -2.4369  0.29
9 H -1.8339 0.1050 -2.1671  0.27
10 H -2.5278 1.2343 -1.0922  0.28
11 H -1.8869 -0.9114 0.1724  0.33
12 H 0.6583 -0.4431 0.8756  0.26
13 H 1.6142 -1.5152 1.7566  0.31
14 H 3.1393 -2.1432 2.1889  0.39
15 H 1.7484 -2.3296 3.1808  0.38

***

## S
The following is a DFT calculation (wB97M-V/def2-TZVPD) of 2 unconnected molecules or ions with the total composition C4H10N.

Results
E_HOMO, eV: -13.196
Net charge: +1

Last column: natural (NBO) charge in e.
Atoms and positions in Å:
1 C 0.2014 -1.8117 -1.4017  -0.56
2 C 0.0108 -0.5087 -2.2508  -0.46
3 C -0.0716 0.6309 -1.3070  -0.16
4 C -0.0933 0.4862 -0.0067  0.29
5 N -0.0074 1.4643 3.9191  -1.05
6 H -0.6613 -2.4700 -1.4611  0.26
7 H 0.3630 -1.4929 -0.3491  0.18
8 H 1.0579 -2.3839 -1.7482  0.26
9 H -0.8232 -0.4780 -2.9496  0.28
10 H 0.9073 -0.3246 -2.8556  0.28
11 H -0.3477 1.6242 -1.6912  0.35
12 H 0.6528 0.9589 0.6408  0.27
13 H -0.5206 2.3321 4.0110  0.36
14 H -0.1558 1.1842 2.9543  0.32
15 H -0.5121 0.7891 4.4957  0.37

***

The calculated energies rank the structures as follows, beginning with the most stable: Q, P, S, R.

***

## P
The following is a DFT calculation (wB97M-V/def2-TZVPD) of 2 unconnected molecules or ions with the total composition C2H9OS.

Results
E_HOMO, eV: -15.523
Net charge: +1

Last column: natural (NBO) charge in e.
Atoms and positions in Å:
1 O 2.6568 -0.4894 0.4659  -0.95
2 H 2.8432 -1.4106 0.6506  0.49
3 H 3.5579 -0.1844 0.3798  0.52
4 H 0.9993 -0.4389 0.4090  0.28
5 C -1.3389 -0.2292 1.0858  -0.75
6 S -0.2185 -0.3976 -0.3013  0.50
7 C -0.8459 0.8099 -1.5679  -0.65
8 H -1.2498 0.7612 1.5355  0.25
9 H -2.3882 -0.3510 0.8334  0.27
10 H -1.0073 -0.9541 1.8261  0.27
11 H -0.3439 0.5274 -2.4846  0.27
12 H -0.7693 1.8360 -1.2265  0.26
13 H -1.8954 0.5208 -1.6058  0.26

***

## Q
The following is a DFT calculation (wB97M-V/def2-TZVPD) of 3 unconnected molecules or ions with the total composition C2H9OS.

Results
E_HOMO, eV: -16.210
Net charge: +1

Last column: natural (NBO) charge in e.
Atoms and positions in Å:
1 O -0.2329 -1.4093 -1.8597  -0.96
2 H -0.8712 -1.9324 -2.3358  0.49
3 H 3.0874 -1.9819 0.0915  -0.03
4 H 0.5400 -1.9272 -1.9452  0.49
5 C -0.3807 0.8885 1.4851  -0.69
6 C -1.1872 1.7937 0.5922  -0.06
7 S -1.5900 1.4074 -0.9845  0.37
8 H 0.4798 1.4869 1.6770  0.28
9 H -0.9513 0.8169 2.3697  0.28
10 H -0.2248 -0.0819 0.9861  0.26
11 H 3.3836 -2.4150 0.5874  0.03
12 H -1.4097 2.8853 0.8033  0.28
13 H -0.6431 0.4692 -1.4670  0.25

***

The calculated energies rank the structures as follows, beginning with the most stable: P, Q.

***

## P
The following is a DFT calculation (wB97M-V/def2-TZVPD) of C3H3ClS in the gas phase.

Results
E_HOMO (spin up / spin down), eV: -9.185 / -9.184

Last column: natural (NBO) charge in e.
Atoms and positions in Å:
1 C -1.1112 -0.6669 -0.1630  -0.36
2 C 0.1146 -0.2766 -0.0174  0.03
3 Cl 1.3904 -1.8099 0.0413  -0.14
4 C 0.6485 1.0278 0.0974  -0.36
5 S 2.1673 1.4854 -0.3415  0.13
6 H -1.5246 -1.7395 -0.0925  0.26
7 H -1.7629 0.1731 -0.0547  0.21
8 H 0.0779 1.8064 0.5303  0.23

***

## Q
The following is a DFT calculation (wB97M-V/def2-TZVPD) of C3H3ClS in the gas phase.

Results
E_HOMO, eV: -8.792

Last column: natural (NBO) charge in e.
Atoms and positions in Å:
1 S 2.5226 -0.1228 -0.1218  0.00
2 C 0.9052 -0.5158 0.2523  -0.26
3 C 0.1988 0.6877 0.2626  -0.36
4 C -1.1623 0.9061 -0.0977  -0.19
5 Cl -2.3759 -0.3800 -0.0471  0.03
6 H 0.5316 -1.6104 0.1705  0.25
7 H 1.1577 1.3944 0.2671  0.27
8 H -1.3104 2.1739 -0.1900  0.26

***

The calculated energies rank the structures as follows, beginning with the most stable: P, Q.

***

## P
The following is a DFT calculation (wB97M-V/def2-TZVPD) of a molecular structure, C3H13N2O.

Results
E_HOMO, eV: -14.270
Net charge: +1

Last column: natural (NBO) charge in e.
Atoms and positions in Å:
1 C -0.6936 0.9069 -0.9863  -0.25
2 C -0.1263 1.2533 0.3426  -0.46
3 C 1.4332 1.2494 0.3171  -0.21
4 N 1.6990 -0.2125 0.1506  -0.82
5 N -0.3615 -0.5206 -1.1011  -0.75
6 H -0.5279 1.4766 -1.8994  0.24
7 H -1.7916 1.0767 -0.8847  0.22
8 H -0.5352 0.5955 1.1024  0.23
9 H -0.3666 2.2109 0.8123  0.26
10 H 1.8648 1.7469 -0.5823  0.21
11 H 1.8544 1.7158 1.2158  0.22
12 H 1.2930 -0.8003 0.8860  0.39
13 H 2.6630 -0.4712 0.0024  0.41
14 H -0.5053 -0.8051 -2.0653  0.42
15 H 0.6629 -0.5586 -0.6665  0.43
16 H -0.8750 -1.1508 -0.4870  0.42
17 H -2.2410 -1.7910 0.4446  0.48
18 H -1.5674 -2.7808 1.5303  0.51
19 O -1.6362 -1.8886 1.1778  -0.97

***

## Q
The following is a DFT calculation (wB97M-V/def2-TZVPD) of 2 unconnected molecules or ions with the total composition C3H13N2O.

Results
E_HOMO, eV: -13.941
Net charge: +1

Last column: natural (NBO) charge in e.
Atoms and positions in Å:
1 C -0.2870 -0.9587 -0.7488  -0.23
2 C -0.8766 -0.8887 0.6415  -0.44
3 C -1.8209 0.2797 0.8836  -0.23
4 N -1.1137 1.5716 0.7372  -0.87
5 N 0.5534 0.2643 -0.9928  -0.74
6 H -1.0658 -1.0507 -1.5113  0.22
7 H 0.3451 -1.8268 -0.8251  0.22
8 H -0.0815 -0.7790 1.3902  0.21
9 H -1.3457 -1.8217 0.9585  0.25
10 H -2.6454 0.2597 0.1845  0.20
11 H -2.2691 0.1749 1.8730  0.21
12 H -0.6720 1.8529 1.5996  0.39
13 H -1.7436 2.2989 0.4190  0.40
14 H 0.4720 0.5409 -1.9682  0.42
15 H 0.1558 1.0415 -0.3966  0.46
16 H 1.5578 0.0560 -0.8161  0.47
17 H 3.4078 -0.9485 -0.0164  0.49
18 H 4.1611 0.0940 -0.8530  0.51
19 O 3.2684 -0.1606 -0.5586  -0.97

***

The calculated energies rank the structures as follows, beginning with the most stable: Q, P.